Entry from the OMol25 dataset: a 3-piece molecular cluster, C4H8N2 overall in a non-equilibrium geometry (the ωB97M-V functional and the def2-TZVPD basis).

## Properties
Highest occupied orbital energy   -8.5 eV
E_LUMO   0.66 eV
Energy relative to the best compared isomer or geometry (same formula, charge and spin)   340.33 kJ/mol
Energy   -7254.348 eV

Last column: Mulliken charge in e.
Element x y z (Å)
C: -1.353 0.805 1.347  -1.118
C: -0.487 -0.026 0.449  -0.141
N: 0.686 0.469 0.005  -0.097
C: 1.315 -0.162 -1.050  -0.621
C: 1.617 -1.554 -0.886  0.414
N: 1.825 -2.689 -0.760  -0.463
H: -1.309 1.867 1.082  0.321
H: -1.066 0.698 2.401  0.296
H: -2.393 0.481 1.254  0.316
H: -0.498 -1.104 0.601  0.324
H: -0.935 -0.312 -1.162  0.062
H: 0.748 1.480 -0.019  0.233
H: 2.077 0.424 -1.554  0.350
H: -0.226 -0.378 -1.708  0.124

Entry from the OMol25 dataset: a 3-piece molecular cluster, C25H46ClF4NO11P overall in a non-equilibrium geometry (the ωB97M-V functional and the def2-TZVPD basis).

## Properties
Highest occupied orbital energy   -11.1 eV
E_LUMO   -4.73 eV
Energy   -83356.570 eV
Net charge   +1

Last column: Mulliken charge in e.
Element x y z (Å)
C: -0.078 -2.618 1.791  -0.770
C: -1.473 -2.286 1.248  -0.486
O: -1.580 -2.605 -0.191  -0.589
C: -0.503 -2.263 -0.920  0.381
C: 0.259 -3.263 -1.525  0.624
P: -0.050 -5.068 -1.385  0.976
O: 1.268 -5.677 -1.264  -0.698
O: -0.797 -5.602 -2.705  -0.553
O: -0.896 -5.434 -0.065  -0.464
C: 1.347 -2.887 -2.297  -0.769
C: 1.693 -1.564 -2.426  0.583
C: 2.914 -1.269 -3.288  -1.876
C: 4.213 -1.646 -2.495  0.095
O: 4.902 -2.647 -3.231  -0.603
C: 5.170 -0.459 -2.264  0.526
F: 5.271 0.343 -3.322  -0.261
F: 4.805 0.201 -1.146  -0.152
F: 6.394 -0.952 -2.015  -0.281
N: 0.970 -0.599 -1.803  0.330
C: 1.358 0.820 -1.888  -0.274
Cl: 1.684 1.436 -0.227  -0.100
C: 0.268 1.679 -2.617  -0.353
C: 0.120 3.099 -2.055  -1.308
C: -0.117 -0.948 -1.085  0.067
F: -0.887 -0.071 -0.481  -0.272
H: 0.303 -3.562 1.382  0.250
H: 0.642 -1.795 1.692  0.074
H: -0.184 -2.798 2.871  0.473
H: -1.769 -1.242 1.392  0.229
H: -2.214 -2.919 1.746  0.499
H: -1.598 -5.062 -2.838  0.385
H: -1.816 -5.566 -0.353  0.361
H: 1.944 -3.649 -2.794  0.576
H: 2.921 -0.265 -3.719  0.694
H: 2.853 -1.967 -4.130  0.485
H: 3.920 -2.131 -1.553  0.587
H: 4.824 -3.492 -2.775  0.385
H: 2.277 0.995 -2.439  0.458
H: 0.583 1.785 -3.667  0.355
H: -0.702 1.164 -2.641  0.290
H: -0.404 3.074 -1.097  0.250
H: 1.111 3.565 -1.975  0.399
H: -0.438 3.699 -2.785  0.429
C: -7.038 5.129 -1.976  -0.795
O: -6.564 3.888 -2.459  -0.284
C: -5.739 4.019 -3.606  -0.600
C: -4.648 2.970 -3.612  -0.315
O: -3.591 3.213 -2.685  -0.422
C: -3.889 3.040 -1.303  -0.596
C: -4.097 1.593 -0.909  -0.058
O: -5.365 1.122 -1.324  -0.313
C: -5.365 -0.248 -1.652  -0.756
H: -7.753 5.571 -2.676  0.331
H: -7.541 4.945 -1.028  0.232
H: -6.209 5.823 -1.797  0.358
H: -5.282 5.015 -3.646  0.352
H: -6.371 3.889 -4.493  0.408
H: -4.173 2.991 -4.596  0.410
H: -5.058 1.967 -3.486  0.114
H: -4.720 3.680 -1.006  0.145
H: -3.007 3.399 -0.766  0.477
H: -4.056 1.510 0.186  0.499
H: -3.293 0.982 -1.343  -0.078
H: -4.595 -0.471 -2.402  0.299
H: -6.337 -0.490 -2.080  0.284
H: -5.207 -0.863 -0.759  0.304
C: 3.439 0.521 7.754  -0.802
O: 3.670 -0.157 6.535  -0.275
C: 2.898 -1.340 6.405  -0.709
C: 2.500 -1.571 4.962  -0.234
O: 1.466 -0.709 4.492  -0.433
C: 1.798 0.659 4.280  -0.600
C: 2.716 0.900 3.098  0.434
O: 4.050 0.541 3.407  -0.355
C: 4.762 0.055 2.291  -0.723
H: 3.828 -0.056 8.599  0.331
H: 3.963 1.474 7.707  0.234
H: 2.371 0.721 7.896  0.358
H: 1.995 -1.287 7.024  0.370
H: 3.510 -2.182 6.751  0.420
H: 2.085 -2.580 4.892  0.408
H: 3.367 -1.543 4.300  0.130
H: 2.190 1.115 5.190  0.133
H: 0.847 1.153 4.065  0.451
H: 2.708 1.969 2.845  0.552
H: 2.347 0.326 2.239  -0.532
H: 4.226 -0.778 1.818  0.220
H: 5.724 -0.313 2.642  0.391
H: 4.932 0.853 1.560  0.285

Entry from the OMol25 dataset: C43H106N2O17Y as an isolated structure in a non-equilibrium geometry (the ωB97M-V functional and the def2-TZVPD basis).

## Properties
Highest occupied orbital energy   -9.6 eV
E_LUMO   -4.08 eV
Energy   -85129.912 eV
Net charge   +1

Last column: Mulliken charge in e.
Element x y z (Å)
Y: 0.093 3.203 -2.434  1.060
C: 1.342 -1.356 -4.072  -0.475
C: 1.699 0.089 -4.479  2.106
C: 2.605 0.057 -5.739  -1.471
C: 1.827 -0.211 -7.027  -0.725
C: 0.702 0.835 -7.123  -1.249
C: -0.258 0.825 -5.915  1.279
N: 0.533 0.951 -4.687  -0.018
O: -0.248 1.145 -3.537  0.861
C: -1.195 -0.385 -5.963  -1.714
C: -1.073 2.118 -6.123  -1.430
C: 2.595 0.651 -3.356  -2.393
H: 0.693 -1.780 -4.841  0.505
H: 0.677 -1.370 -3.205  -0.564
H: 2.193 -1.997 -3.852  0.344
H: 3.327 -0.756 -5.618  0.415
H: 3.240 0.945 -5.772  0.473
H: 1.454 -1.234 -7.073  0.317
H: 2.540 -0.054 -7.838  0.464
H: 0.134 0.549 -8.011  0.403
H: 1.200 1.794 -7.255  0.413
H: -1.615 -0.730 -5.021  0.091
H: -0.671 -1.228 -6.417  0.383
H: -2.002 -0.097 -6.639  0.550
H: -1.743 2.303 -5.283  -0.065
H: -1.670 2.141 -7.036  0.523
H: -0.408 2.981 -6.221  0.335
H: 2.094 0.652 -2.379  -0.011
H: 2.938 1.688 -3.456  0.447
H: 3.496 0.061 -3.177  0.493
C: 0.026 3.336 1.893  -1.374
C: 0.282 1.805 1.821  2.842
C: -0.719 1.291 2.866  -0.665
C: -0.762 -0.211 2.856  -0.845
C: -1.106 -0.710 1.460  -2.022
C: -0.101 -0.261 0.367  3.470
N: 0.004 1.226 0.502  0.862
O: 0.736 1.875 -0.491  0.097
C: -0.865 -0.569 -0.926  -0.821
C: 1.168 -1.094 0.564  -0.574
C: 1.722 1.653 2.307  -0.973
H: 0.694 4.001 1.338  -0.214
H: -0.111 3.657 2.921  0.435
H: -0.887 3.519 1.305  -0.136
H: -1.780 1.514 2.694  -0.937
H: -0.495 1.714 3.846  0.048
H: -1.468 -0.696 3.541  0.543
H: 0.199 -0.554 3.260  0.095
H: -2.105 -0.416 1.141  0.597
H: -1.149 -1.798 1.559  0.434
H: -1.714 0.098 -1.110  -0.568
H: -1.489 -1.463 -0.836  0.332
H: -0.263 -0.569 -1.833  -1.155
H: 0.986 -2.144 0.312  -1.180
H: 1.518 -1.089 1.590  0.383
H: 1.913 -0.866 -0.203  -0.254
H: 1.856 2.211 3.235  0.368
H: 2.430 1.990 1.549  -0.423
H: 2.010 0.608 2.434  0.020
C: 5.405 -3.951 1.301  -1.454
C: 5.413 -3.670 -0.184  0.363
C: 4.019 -3.739 -0.810  -0.455
O: 6.074 -2.446 -0.436  -0.478
H: 5.187 -5.005 1.475  0.457
H: 4.624 -3.390 1.825  0.200
H: 6.363 -3.574 1.657  0.393
H: 6.070 -4.423 -0.630  0.356
H: 3.353 -2.926 -0.481  -0.254
H: 3.435 -4.556 -0.377  0.446
H: 4.018 -3.646 -1.894  0.326
H: 5.726 -1.708 0.078  0.174
C: -5.601 0.784 1.687  -1.175
C: -4.811 1.940 1.049  0.409
C: -4.496 3.033 2.087  -1.602
O: -3.561 1.510 0.519  0.807
H: -6.026 0.179 0.887  0.172
H: -6.421 1.239 2.243  0.460
H: -4.983 0.183 2.352  0.225
H: -5.415 2.442 0.292  0.500
H: -5.421 3.508 2.430  0.529
H: -3.882 3.867 1.747  0.239
H: -4.081 2.579 2.990  0.257
H: -3.022 1.179 1.246  -0.672
C: -4.283 -0.414 -2.227  0.371
C: -5.194 -1.055 -3.259  0.143
C: -6.302 -1.957 -2.661  -1.306
O: -5.865 -0.082 -4.050  -0.589
H: -3.598 -1.202 -1.910  -0.026
H: -4.779 0.001 -1.347  -0.116
H: -3.714 0.383 -2.711  -0.369
H: -4.562 -1.595 -3.971  0.364
H: -6.688 -1.336 -1.850  0.278
H: -5.872 -2.892 -2.297  0.345
H: -7.024 -2.177 -3.440  0.367
H: -6.389 0.445 -3.431  0.362
C: -0.997 -3.955 -2.791  -0.183
C: -0.263 -5.191 -2.222  0.039
C: 0.908 -4.791 -1.328  -0.107
O: -1.177 -5.970 -1.495  -0.616
H: -0.419 -3.484 -3.586  0.255
H: -1.148 -3.242 -1.975  -0.498
H: -2.035 -4.179 -3.039  0.476
H: 0.083 -5.805 -3.054  0.389
H: 1.036 -5.468 -0.483  0.522
H: 0.827 -3.784 -0.906  -0.544
H: 1.873 -4.724 -1.838  0.357
H: -1.295 -5.712 -0.577  0.312
C: -1.534 -5.455 4.206  -1.479
C: -1.186 -4.738 2.864  0.709
C: 0.188 -4.136 2.934  -0.837
O: -1.242 -5.665 1.780  -0.435
H: -1.706 -4.694 4.966  0.334
H: -0.604 -5.977 4.441  0.385
H: -2.378 -6.143 4.179  0.456
H: -1.974 -3.984 2.716  0.006
H: 0.334 -3.455 2.095  -0.248
H: 0.918 -4.945 2.914  0.544
H: 0.277 -3.616 3.889  0.351
H: -1.958 -6.251 2.051  0.278
C: 3.549 4.265 0.570  1.027
C: 3.327 5.087 1.860  -0.507
O: 4.466 5.896 2.157  -0.529
O: 3.723 5.115 -0.567  -0.637
H: 2.740 3.599 0.296  -0.627
H: 4.454 3.676 0.713  0.026
H: 3.054 4.421 2.680  0.276
H: 2.483 5.751 1.662  0.311
H: 4.218 6.455 2.899  0.325
H: 4.541 5.617 -0.507  0.348
C: 1.220 1.196 6.519  0.490
C: 2.590 0.672 6.159  -0.185
O: 3.227 0.171 7.327  -0.568
O: 1.286 2.077 7.625  -0.610
H: 0.523 0.369 6.706  0.238
H: 0.774 1.647 5.622  -0.332
H: 3.269 1.395 5.692  0.249
H: 2.467 -0.080 5.372  0.105
H: 2.776 0.606 8.061  0.372
H: 0.494 2.622 7.614  0.320
C: -3.650 0.098 6.789  -0.497
C: -2.902 1.366 6.415  0.292
O: -3.706 2.291 5.695  -0.499
O: -4.812 0.541 7.510  -0.568
H: -2.999 -0.522 7.406  0.416
H: -4.055 -0.404 5.909  0.283
H: -1.996 1.210 5.823  -0.253
H: -2.527 1.836 7.334  0.252
H: -4.599 2.105 6.023  0.358
H: -5.237 -0.183 7.974  0.295
C: 6.029 1.227 0.307  -0.086
C: 5.744 1.086 -1.169  0.091
O: 5.325 2.348 -1.687  -0.407
O: 6.557 0.069 0.906  -0.507
H: 5.143 1.661 0.778  -0.081
H: 6.862 1.946 0.358  0.279
H: 4.953 0.331 -1.258  -0.264
H: 6.561 0.686 -1.772  0.569
H: 6.032 2.639 -2.268  0.282
H: 6.819 0.216 1.816  0.312
C: -3.023 3.595 -3.324  -0.350
C: -3.096 3.797 -1.819  0.019
O: -1.989 3.012 -1.311  0.706
O: -1.785 4.173 -3.775  -0.420
H: -3.860 4.055 -3.848  0.527
H: -3.042 2.535 -3.583  -0.125
H: -4.052 3.412 -1.461  -0.005
H: -2.956 4.803 -1.421  0.316
H: -2.231 2.630 -0.434  -0.532
H: -1.941 4.867 -4.423  0.259

Entry from the OMol25 dataset: one molecule with the formula C4H5FS in a non-equilibrium geometry (the ωB97M-V functional and the def2-TZVPD basis).

## Properties
Highest occupied orbital energy   -8.9 eV
E_LUMO   -0.25 eV
Energy relative to the best compared isomer or geometry (same formula, charge and spin)   92.23 kJ/mol
Energy   -17780.078 eV
SMILES string   F/C=C\CC=S

Last column: Mulliken charge in e.
Element x y z (Å)
F: 2.150 -1.118 -0.043  -0.251
C: 1.764 0.176 -0.273  -0.057
C: 0.602 0.631 0.104  -0.373
C: -0.507 -0.163 0.662  -0.369
C: -1.551 -0.404 -0.363  -0.180
S: -3.114 -0.340 -0.095  -0.242
H: 2.481 0.793 -0.818  0.331
H: 0.398 1.638 -0.290  0.264
H: -0.985 0.399 1.430  0.296
H: -0.137 -1.096 1.080  0.291
H: -1.102 -0.515 -1.395  0.290

Number 1: molecular weight 84.1 Da. Number 2: molecular weight 679.1 Da. Number 3: molecular weight 1012.2 Da. Number 4: molecular weight 104.1 Da.